#i
16 unconnected molecules or ions with the total composition CH31O18. Source: the Open Molecules 2025 dataset; level of theory: wB97M-V/def2-TZVPD.

XYZ file:
```
50
Properties=species:S:1:pos:R:3
C 2.4113 -3.4100 12.3479
O 2.9819 -3.5863 13.4351
O 1.3537 -4.2361 12.1271
O 2.8475 -2.6614 11.4563
H 1.3652 -4.9849 12.7230
O -0.7967 -3.8169 14.5019
H -1.3360 -3.9252 15.2560
H 0.0673 -4.1961 14.7674
O -0.3715 -7.1975 10.6036
H 0.5175 -6.8959 10.6456
H -0.9038 -6.4351 10.4138
O 1.5722 -3.1007 9.3240
H 0.7764 -2.5522 9.3511
H 1.7307 -3.2679 10.2553
O 4.6116 -6.0406 11.7394
H 3.8327 -6.1988 12.2452
H 5.2638 -5.7851 12.4049
O 3.5010 -5.8147 14.4731
H 3.4315 -4.9869 14.0169
H 4.3842 -6.1702 14.5248
O -2.1528 -6.3720 13.3748
H -1.8769 -6.2179 14.2770
H -1.3145 -6.2914 12.9630
O 0.6835 -6.3711 14.1430
H 1.4313 -6.7985 14.4880
H 0.0911 -6.3275 14.8623
O 3.9120 -1.9134 9.2388
H 4.8337 -1.6567 9.2949
H 3.6228 -2.0320 10.1514
O 1.8201 -2.0108 15.3671
H 1.3030 -2.7823 15.6426
H 2.5143 -2.2884 14.7532
O 2.1595 -6.5207 9.9167
H 2.6533 -7.2549 9.6253
H 2.3675 -6.6110 10.8617
O 5.6272 -3.5971 12.7921
H 5.8869 -3.9280 13.6602
H 4.7126 -3.3714 12.8244
O -0.8076 -1.5624 12.8388
H -1.7073 -1.4635 13.1424
H -0.5728 -2.4391 13.1104
O 4.0818 -3.4281 16.7455
H 3.1588 -3.3996 16.5495
H 4.4737 -2.9780 15.9472
O 4.4045 -0.8316 12.3393
H 3.6283 -1.2953 11.9779
H 4.4652 -0.9710 13.2818
O -1.3720 -4.5753 11.2267
H -2.1680 -4.1177 11.5310
H -0.7443 -4.0119 11.6733
```

* total charge: -1
* M: 331.2 Da


#ii
16 unconnected molecules or ions with the total composition CH31O18. Source: the Open Molecules 2025 dataset; level of theory: wB97M-V/def2-TZVPD.

XYZ file:
```
50
Properties=species:S:1:pos:R:3
C -0.5635 -0.5901 -0.2455
O -1.4338 -0.2057 0.5761
O 0.6978 -0.3865 0.1085
O -0.7841 -1.1354 -1.3548
H 0.6564 0.2260 0.8436
O -0.3763 -3.6664 -2.5977
H -0.9573 -3.3021 -3.3223
H 0.0295 -2.9857 -2.1588
O 2.3602 1.7013 -1.8257
H 2.1524 0.8169 -2.1056
H 2.1143 1.9638 -0.9945
O 0.8463 2.7382 0.2527
H 0.2063 2.4115 -0.3605
H 0.8100 3.6819 0.2987
O 1.0536 0.4083 2.6230
H 0.3493 -0.0245 3.1412
H 1.7255 0.2426 3.2744
O -2.9403 1.3791 -1.1423
H -3.6786 0.7883 -1.1333
H -2.2473 0.7294 -1.1311
O -2.1361 2.2405 1.6749
H -2.0066 1.5349 1.0971
H -1.3308 2.1978 2.1872
O -1.7589 -3.2781 0.4425
H -1.2986 -2.5455 0.0248
H -1.3302 -4.1514 0.2596
O -0.1240 2.5872 3.4610
H 0.3378 1.7979 3.0551
H 0.2449 3.3836 3.0965
O 2.7648 2.5515 2.1288
H 2.0009 2.8836 1.6903
H 2.8190 1.6021 1.9925
O 1.6625 -0.8560 -2.5320
H 0.8525 -1.0117 -2.0210
H 1.5242 -1.4070 -3.3395
O -3.2095 -0.6727 2.5403
H -3.8492 -1.2997 2.1449
H -2.5536 -0.5744 1.8314
O -2.6329 -1.2805 -3.3556
H -3.4219 -1.6886 -3.0506
H -2.0109 -1.3978 -2.6282
O 1.3669 -3.4207 -0.1636
H 2.0831 -3.9355 -0.4596
H 1.7294 -2.5735 -0.0821
O -0.3219 1.9746 -2.1147
H -0.7973 1.4897 -2.7873
H 0.5589 1.6467 -2.3503
O 3.6788 0.1115 1.2595
H 4.3032 -0.3591 1.8346
H 2.8350 -0.3403 1.4173
```

* total charge: -1
* M: 331.2 Da


The most stable of them is #ii.


#i
5 unconnected molecules or ions with the total composition C2H12O4. Source: the Open Molecules 2025 dataset; level of theory: wB97M-V/def2-TZVPD.

XYZ file:
```
18
Properties=species:S:1:pos:R:3
C -2.5063 -0.0364 -1.3841
C -2.5338 1.2861 -1.2203
H -3.1655 -0.5479 -2.0743
H -1.7654 -0.6243 -0.8572
H -3.4464 1.8422 -1.3869
H -1.7475 1.8070 -0.6883
O 1.7751 0.8146 2.5952
H 1.5815 1.6295 3.0392
H 1.6217 1.0259 1.6797
O 1.2557 -1.8307 1.6577
H 1.6071 -1.2101 2.3306
H 2.1143 -2.1148 1.3544
O 0.7163 -1.4088 -1.2471
H 0.4813 -1.7712 -0.3829
H 1.1123 -2.1995 -1.6221
O 0.9369 1.3319 -0.2417
H 0.5952 0.4625 -0.4871
H 1.3676 1.5439 -1.0648
```

* total charge: 0
* SMILES string: C=C.O.O.O.O
* M: 100.1 Da


#ii
4 unconnected molecules or ions with the total composition C2H12O4. Source: the Open Molecules 2025 dataset; level of theory: wB97M-V/def2-TZVPD.

XYZ file:
```
18
Properties=species:S:1:pos:R:3
C -1.1960 0.1282 2.5685
C -0.2790 0.8392 1.5835
O 0.2005 -0.0327 0.5359
H -1.2764 -0.9296 2.3668
H -2.1700 0.5835 2.6591
H -0.7211 0.1788 3.5338
H -0.7349 1.6570 1.0258
H 0.6152 1.2646 2.0264
H -0.2692 -0.8675 0.5577
O 2.7719 0.0371 -0.9563
H 1.8950 0.4406 -0.8474
H 3.3322 0.5842 -0.3887
O 1.3516 -1.8405 -3.1626
H 1.9537 -1.5283 -3.8492
H 1.7558 -1.5844 -2.3269
O -2.0462 0.5051 -1.6858
H -2.8696 0.9822 -1.8385
H -2.3133 -0.4175 -1.8020
```

* total charge: 0
* SMILES string: CCO.O.O.O
* M: 100.1 Da


The most stable of them is #ii.


#i
4 unconnected molecules or ions with the total composition C2H12O4. Source: the Open Molecules 2025 dataset; level of theory: wB97M-V/def2-TZVPD.

XYZ file:
```
18
Properties=species:S:1:pos:R:3
C 1.0401 -1.4177 -2.2162
C 2.2092 -0.9129 -1.4060
O 1.8406 -0.1008 -0.2941
H 0.9052 -0.8869 -3.1565
H 1.1759 -2.4791 -2.4265
H 0.0943 -1.3880 -1.6684
H 2.9088 -0.3402 -2.0094
H 2.7348 -1.7166 -0.8975
H 1.0771 0.4080 -0.5863
O -1.4087 0.5983 0.4001
H -2.2354 0.8861 -0.0255
H -1.5195 -0.3454 0.2003
O -2.5688 3.1596 1.8045
H -3.0915 3.5095 2.5354
H -2.6927 2.2053 1.8011
O -0.3595 -0.5032 2.9643
H -0.6030 0.1667 2.3139
H 0.4932 -0.8427 2.6670
```

* total charge: 0
* SMILES string: CCO.O.O.O
* M: 100.1 Da


#ii
5 unconnected molecules or ions with the total composition C2H12O4. Source: the Open Molecules 2025 dataset; level of theory: wB97M-V/def2-TZVPD.

XYZ file:
```
18
Properties=species:S:1:pos:R:3
C 1.9628 -0.3595 -5.3017
C 0.7589 -0.7165 -4.9786
H 1.9841 0.4805 -6.0221
H 2.9309 -0.8825 -5.1275
H -0.1100 -0.2261 -5.3872
H 0.7208 -1.6714 -4.4747
O 0.8679 -1.6910 4.8639
H 0.3229 -2.4917 4.9058
H 0.6936 -1.3370 4.0923
O 1.2154 0.3264 2.7969
H 1.7764 -0.3270 2.2751
H 0.4171 0.4261 2.3599
O -0.9707 0.7891 0.1241
H -1.5372 0.1038 0.1141
H -0.4048 0.2914 -0.5286
O -3.1496 1.6039 0.6275
H -2.7253 2.2868 1.1794
H -4.1028 1.5761 0.9963
```

* total charge: 0
* SMILES string: C=C.O.O.O.O
* M: 100.1 Da


The most stable of them is #i.


#i
A single C2H4O2S molecule. Source: the Open Molecules 2025 dataset; level of theory: wB97M-V/def2-TZVPD.

XYZ file:
```
9
Properties=species:S:1:pos:R:3
C -0.1897 0.9617 0.0791
C 0.8666 -0.0363 0.2229
S 2.3088 0.0967 1.1192
O 0.5237 -1.2413 -0.2720
O -0.7829 -1.2234 -0.8341
H -0.6040 1.0238 -0.9316
H 0.1351 2.0055 0.3465
H -1.1036 0.4977 0.6724
H -1.1540 -2.0844 -0.4023
```

* total charge: 0
* SMILES string: CC(=S)OO
* M: 92.1 Da


#ii
A molecular structure, C2H4O2S. Source: the Open Molecules 2025 dataset; level of theory: wB97M-V/def2-TZVPD.

XYZ file:
```
9
Properties=species:S:1:pos:R:3
C -0.8065 -0.4312 -0.5939
C -0.7921 0.3153 0.4974
O 1.8532 1.0096 -0.5833
O 1.5921 -1.2693 0.3560
S 1.5335 0.1657 0.5338
H -1.0348 -1.4361 -0.5667
H -0.6402 0.1940 -1.5140
H -0.5698 1.3218 0.3059
H -1.1355 0.1303 1.5648
```

* total charge: 0
* M: 92.1 Da


#iii
2 unconnected molecules or ions with the total composition C2H4O2S. Source: the Open Molecules 2025 dataset; level of theory: wB97M-V/def2-TZVPD.

XYZ file:
```
9
Properties=species:S:1:pos:R:3
C -0.6489 0.4012 -0.2871
C -1.4465 -0.5479 0.3485
O 2.2367 0.8134 -1.1580
O 2.0744 0.0438 1.1479
S 1.7627 -0.2454 -0.2691
H -0.2877 0.4273 -1.2650
H -0.1062 1.0848 0.4020
H -1.7020 -0.6162 1.4497
H -1.8824 -1.3610 -0.3690
```

* total charge: 0
* M: 92.1 Da


The most stable of them is #iii.